(1)
116
Properties=species:S:1:pos:R:3:lowdin_spin:R:1 method="wB97M-V/def2-TZVPD" max_force_ev_per_a=2.37 e_homo_ev="-8.02 / -8.76" homo_lumo_gap_ev="5.6 / 6.3" multiplicity=2 charge=+1 relative_energy_ev=0.233 lumo_energy_ev="-2.39 / -2.42"
V -1.150 1.254 0.658 0.685
O 0.587 1.281 -0.959 0.004
C 0.751 2.601 -1.522 0.001
C -0.031 3.615 -0.614 0.002
O 0.027 4.811 -0.813 0.003
O -0.718 3.045 0.313 -0.003
C 0.159 2.610 -2.939 0.001
C -0.768 3.545 -3.379 0.001
C -1.211 3.519 -4.695 0.000
C -0.746 2.559 -5.578 0.000
C 0.187 1.624 -5.146 0.000
C 0.639 1.658 -3.837 0.000
C 2.223 2.965 -1.698 0.000
C 3.200 1.976 -1.626 0.000
C 4.531 2.284 -1.874 0.000
C 4.902 3.578 -2.194 0.000
C 3.929 4.565 -2.280 0.000
C 2.596 4.260 -2.052 0.000
H 1.274 1.133 -0.290 0.001
H -1.135 4.311 -2.709 0.000
H -1.928 4.257 -5.032 0.000
H -1.090 2.548 -6.604 0.000
H 0.584 0.888 -5.834 0.000
H 1.392 0.954 -3.503 0.000
H 2.923 0.952 -1.404 0.000
H 5.284 1.505 -1.829 0.000
H 5.939 3.819 -2.385 0.000
H 4.204 5.579 -2.536 0.000
H 1.843 5.027 -2.138 0.000
C 3.765 -2.413 -1.987 0.000
N 3.228 -1.803 -0.778 0.000
C 4.258 -1.396 0.177 0.000
P 1.807 -2.300 -0.050 0.000
O 1.280 -1.299 0.875 0.003
O 0.910 -2.577 -1.358 0.000
P -0.702 -2.471 -1.503 0.000
O -1.376 -1.317 -0.882 0.000
N -0.807 -2.601 -3.161 0.000
C -2.119 -2.271 -3.706 0.000
C 0.284 -2.329 -4.087 0.000
N -1.226 -3.902 -0.866 0.000
C -2.486 -3.963 -0.142 0.000
C -0.829 -5.147 -1.506 0.000
N 1.913 -3.805 0.650 0.000
C 2.568 -4.883 -0.077 0.000
C 2.076 -3.870 2.098 0.000
H 4.291 -1.652 -2.568 0.000
H 2.956 -2.807 -2.595 0.000
H 4.468 -3.222 -1.765 0.000
H 4.889 -0.624 -0.269 0.000
H 4.901 -2.234 0.471 0.000
H 3.779 -0.985 1.065 0.000
H -2.883 -2.387 -2.937 0.000
H -2.352 -2.944 -4.533 0.000
H -2.157 -1.239 -4.074 0.000
H 1.227 -2.623 -3.642 0.000
H 0.337 -1.272 -4.362 0.000
H 0.131 -2.918 -4.993 0.000
H -2.786 -2.953 0.122 0.000
H -2.364 -4.544 0.776 0.000
H -3.273 -4.426 -0.748 0.000
H 0.123 -5.010 -2.015 0.000
H -1.570 -5.480 -2.240 0.000
H -0.720 -5.924 -0.747 0.000
H 2.405 -4.762 -1.147 0.000
H 2.138 -5.838 0.233 0.000
H 3.646 -4.915 0.120 0.000
H 1.646 -2.972 2.537 0.000
H 3.130 -3.949 2.388 0.000
H 1.549 -4.745 2.485 0.000
Br -5.776 2.661 -3.816 0.006
C -4.490 2.130 -2.539 0.028
C -3.367 1.412 -2.946 0.012
C -2.425 1.085 -2.000 0.018
N -2.549 1.386 -0.695 0.029
C -3.663 2.064 -0.305 0.039
C -4.652 2.449 -1.211 0.006
C -3.715 2.290 1.120 0.040
C -4.810 2.832 1.793 0.003
C -4.790 2.891 3.165 0.028
Br -6.240 3.623 4.122 0.006
C -3.682 2.389 3.852 0.009
C -2.630 1.904 3.121 0.018
N -2.606 1.855 1.775 0.032
H -3.215 1.156 -3.983 0.000
H -1.526 0.562 -2.283 0.001
H -5.523 2.996 -0.880 0.000
H -5.666 3.200 1.247 0.000
H -3.658 2.391 4.932 0.000
H -1.763 1.509 3.618 0.001
N -3.615 -2.096 2.796 0.000
C -3.231 -1.224 1.820 0.001
N -4.163 -0.955 0.863 0.001
O -2.121 -0.708 1.822 0.005
H -4.568 -2.387 2.911 0.000
H -2.977 -2.246 3.556 0.000
H -4.993 -1.516 0.789 0.000
H -3.808 -0.543 0.014 0.000
N 0.224 1.335 2.125 0.003
C 0.683 1.310 3.187 0.008
N 1.159 1.247 4.403 0.009
C 0.340 0.590 5.437 0.000
C 1.220 0.245 6.638 0.000
C 2.603 -0.179 6.150 0.000
C 3.332 1.016 5.513 0.000
C 2.334 1.984 4.861 0.000
H -0.085 -0.314 4.994 0.000
H -0.484 1.245 5.742 0.000
H 0.739 -0.552 7.205 0.000
H 1.311 1.109 7.299 0.000
H 2.485 -0.978 5.413 0.000
H 3.191 -0.581 6.974 0.000
H 4.045 0.655 4.771 0.000
H 3.896 1.562 6.270 0.000
H 2.779 2.507 4.018 0.000
H 2.006 2.738 5.582 0.000

(2)
116
Properties=species:S:1:pos:R:3:lowdin_spin:R:1 method="wB97M-V/def2-TZVPD" max_force_ev_per_a=3.08 e_homo_ev="-8.06 / -8.45" homo_lumo_gap_ev="5.8 / 6.2" multiplicity=2 charge=+1 relative_energy_ev=0.000 lumo_energy_ev="-2.22 / -2.26"
V 0.492 -0.676 0.086 0.757
O -1.627 -0.934 -0.843 0.005
C -2.200 -2.226 -0.592 0.001
C -1.193 -3.021 0.321 0.002
O -1.489 -4.116 0.749 0.002
O -0.109 -2.367 0.557 0.010
C -3.475 -2.214 0.240 0.000
C -4.497 -3.133 0.018 0.000
C -5.580 -3.202 0.880 0.000
C -5.668 -2.350 1.972 0.000
C -4.649 -1.440 2.202 0.000
C -3.556 -1.388 1.353 0.000
C -2.409 -2.885 -1.947 0.000
C -3.056 -2.147 -2.936 0.000
C -3.351 -2.722 -4.162 0.000
C -3.001 -4.040 -4.417 0.000
C -2.333 -4.769 -3.446 0.000
C -2.039 -4.198 -2.214 0.000
H -1.976 -0.259 -0.234 0.000
H -4.444 -3.805 -0.827 0.000
H -6.352 -3.940 0.704 0.000
H -6.513 -2.413 2.645 0.000
H -4.690 -0.780 3.061 0.000
H -2.743 -0.717 1.587 0.000
H -3.343 -1.122 -2.736 0.000
H -3.875 -2.146 -4.914 0.000
H -3.249 -4.497 -5.366 0.000
H -2.052 -5.796 -3.635 0.000
H -1.550 -4.787 -1.452 0.000
C 1.235 1.631 3.915 0.000
N -0.206 1.870 4.054 0.000
C -0.589 3.264 4.244 0.000
P -1.142 0.779 3.215 0.001
O -0.490 0.192 2.029 0.004
O -2.505 1.659 2.927 0.000
P -2.986 2.378 1.550 0.000
O -2.103 2.133 0.400 0.000
N -4.493 1.767 1.310 0.000
C -5.519 1.820 2.340 0.000
C -4.984 1.555 -0.048 0.000
N -2.946 3.983 2.004 0.000
C -3.069 4.946 0.911 0.000
C -3.590 4.441 3.230 0.000
N -1.633 -0.364 4.271 0.000
C -1.470 -1.793 4.008 0.000
C -2.086 -0.017 5.610 0.000
H 1.772 2.388 4.483 0.000
H 1.569 1.659 2.874 0.000
H 1.490 0.653 4.329 0.000
H 0.008 3.676 5.058 0.000
H -1.633 3.320 4.539 0.000
H -0.445 3.877 3.347 0.000
H -5.055 1.962 3.315 0.000
H -6.062 0.872 2.347 0.000
H -6.234 2.629 2.161 0.000
H -4.143 1.566 -0.739 0.000
H -5.690 2.337 -0.348 0.000
H -5.488 0.587 -0.102 0.000
H -2.651 4.526 -0.003 0.000
H -2.519 5.853 1.168 0.000
H -4.113 5.225 0.726 0.000
H -3.542 3.669 3.994 0.000
H -4.639 4.711 3.067 0.000
H -3.063 5.325 3.594 0.000
H -1.141 -1.953 2.983 0.000
H -2.415 -2.319 4.154 0.000
H -0.729 -2.219 4.690 0.000
H -1.836 1.019 5.833 0.000
H -1.585 -0.654 6.341 0.000
H -3.165 -0.157 5.710 0.000
Br 4.458 -1.430 -5.022 0.005
C 3.272 -1.373 -3.555 0.022
C 1.893 -1.429 -3.769 0.007
C 1.058 -1.334 -2.683 0.017
N 1.513 -1.207 -1.422 0.024
C 2.858 -1.244 -1.214 0.030
C 3.763 -1.291 -2.272 0.002
C 3.201 -1.283 0.189 0.028
C 4.452 -1.608 0.713 0.003
C 4.579 -1.754 2.076 0.019
Br 6.256 -2.168 2.838 0.004
C 3.460 -1.603 2.899 0.006
C 2.266 -1.263 2.315 0.012
N 2.123 -1.081 0.991 0.026
H 1.491 -1.538 -4.765 0.000
H -0.017 -1.347 -2.801 0.001
H 4.828 -1.266 -2.092 0.000
H 5.299 -1.766 0.061 0.000
H 3.531 -1.761 3.965 0.000
H 1.370 -1.138 2.906 0.001
N 0.716 3.229 0.384 0.000
C 1.745 2.362 0.263 0.001
N 2.989 2.819 0.591 0.000
O 1.589 1.205 -0.133 0.006
H 0.824 4.085 0.899 0.000
H -0.211 2.814 0.288 0.000
H 3.172 3.806 0.639 0.000
H 3.755 2.233 0.304 0.000
N -0.216 1.162 -2.222 0.003
C -0.177 2.002 -3.018 0.000
N -0.110 2.949 -3.930 0.000
C -0.216 4.357 -3.569 0.000
C -1.427 5.017 -4.269 0.000
C -2.290 3.961 -4.960 0.000
C -1.464 3.190 -5.991 0.000
C -0.172 2.628 -5.351 0.000
H 0.711 4.862 -3.858 0.000
H -0.303 4.416 -2.485 0.000
H -1.077 5.730 -5.017 0.000
H -2.021 5.570 -3.541 0.000
H -3.132 4.444 -5.456 0.000
H -2.693 3.269 -4.216 0.000
H -1.203 3.859 -6.812 0.000
H -2.061 2.379 -6.408 0.000
H 0.711 3.053 -5.836 0.000
H -0.120 1.546 -5.454 0.000